1.
ORCA calculation (ωB97M-V with the def2-TZVPD basis set) on a structure of composition C19H30N6O2.

## Properties
LUMO energy = 0.323 eV
Calculated total energy = -1220.46414 Eh
Highest occupied orbital energy = -0.302 Ha
Maximum force = 14.62 eV/A
Orbital gap = 8.54 eV

```
! RIJCOSX wB97M-V def2-TZVPD def2/J DEFGRID3
* xyz 0 1
C -0.741 -2.364 -2.348
C 0.115 -1.169 -1.945
C 1.500 -1.018 -2.079
C 2.129 -0.053 -1.645
C 1.442 0.879 -1.186
C -0.025 0.945 -0.872
C -0.790 -0.184 -1.209
N -2.112 -0.090 -1.377
C -3.010 0.927 -1.007
O -2.576 2.003 -0.716
N -4.342 0.729 -0.876
C -4.900 -0.689 -0.681
H -4.074 -1.759 -0.959
C -5.099 -0.793 0.953
N -6.114 0.110 1.135
C -6.608 -0.025 2.762
H -5.682 -0.008 3.410
H -7.344 0.699 2.911
H -6.860 -0.876 2.727
C -5.612 1.498 1.087
C -5.290 1.547 -0.607
H -4.927 2.621 -0.583
H -6.154 1.516 -1.056
H -6.411 2.238 1.394
H -4.678 1.842 1.318
H -5.453 -1.844 1.126
H -4.174 -0.943 1.494
H -5.682 -0.767 -1.182
H -2.580 -0.996 -1.497
H -0.453 1.837 -0.427
N 2.108 2.298 -0.626
C 3.430 2.311 -0.495
O 4.063 3.393 -0.693
N 4.078 1.177 0.232
C 3.456 0.321 1.193
H 2.459 0.519 1.053
C 4.163 -0.984 0.888
N 5.566 -0.866 1.543
C 6.191 -2.136 1.280
H 5.990 -2.571 0.393
H 7.350 -2.131 1.638
H 5.630 -2.731 2.280
C 6.054 -0.022 0.334
C 5.481 1.264 0.484
H 5.828 2.164 -0.350
H 5.898 1.721 1.452
H 7.308 -0.025 0.532
H 6.128 -0.487 -0.691
H 3.745 -1.563 1.716
H 3.774 -1.348 0.115
H 3.689 0.804 2.163
H 1.661 3.110 -0.823
H 3.331 0.068 -1.847
H 1.926 -2.026 -2.408
H -1.211 -2.925 -1.503
H -1.467 -1.997 -3.000
H -0.123 -3.147 -2.927
*
```

Atomic partial charges in e from the natural (NBO) method, atoms 1 to 2: number 1, C, carries -0.65; number 2, C, carries -0.03

=====

2.
ORCA calculation (ωB97M-V with the def2-TZVPD basis set) on the molecule C3H2F2N2.

## Properties
SMILES = FC1=NN=C[C@@H]1F
LUMO energy = -0.269 eV
Calculated total energy = -424.66754 Eh
Highest occupied orbital energy = -0.390 Ha
Maximum force = 4.16 eV/A
Orbital gap = 10.35 eV

```
! RIJCOSX wB97M-V def2-TZVPD def2/J DEFGRID3
* xyz 0 1
F 2.172 0.839 0.503
C 1.148 0.133 0.141
N 1.176 -1.152 0.095
N -0.141 -1.591 -0.289
C -0.922 -0.585 -0.387
C -0.280 0.686 0.124
F -0.558 1.846 -0.625
H -1.843 -0.837 -0.666
H -0.751 0.660 1.104
*
```

Atomic partial charges in e from the natural (NBO) method, atoms 1 to 2: number 1, F, carries -0.27; number 2, C, carries 0.57

=====

3.
ORCA calculation (ωB97M-V with the def2-TZVPD basis set) on a structure of composition C39H42Br4IrO3P2Si.

## Properties
Expectation value of S² = 0.767
LUMO energy (alpha / beta) = 0.170 / -1.899 eV
Calculated total energy = -13109.79098 Eh
Highest occupied orbital energy (alpha / beta) = -0.278 / -0.277 Ha
Maximum force = 3.08 eV/A
Orbital gap (alpha / beta) = 7.74 / 5.65 eV

```
! RIJCOSX wB97M-V def2-TZVPD def2/J DEFGRID3
* xyz 0 2
Ir -0.123 0.331 1.218
C 2.005 3.111 1.123
P 1.368 1.716 2.090
C 2.881 0.880 2.637
C 0.672 2.431 3.621
C 1.234 3.514 4.289
C 0.648 3.996 5.449
C -0.495 3.392 5.956
C -1.052 2.302 5.304
C -0.474 1.820 4.134
P -1.102 0.376 3.212
C -2.911 0.447 3.270
C -0.736 -1.012 4.329
H 2.866 3.555 1.621
H 1.236 3.865 0.975
H 2.307 2.718 0.150
H 3.510 1.549 3.224
H 3.425 0.543 1.753
H 2.616 0.002 3.225
H 2.126 3.992 3.902
H 1.081 4.846 5.959
H -0.951 3.770 6.861
H -1.938 1.830 5.710
H -3.281 0.273 4.281
H -3.291 -0.332 2.607
H -3.267 1.406 2.908
H -1.085 -0.807 5.341
H 0.338 -1.197 4.334
H -1.233 -1.909 3.954
Br 1.060 -6.619 1.478
C 0.300 -4.933 1.164
C -0.933 -4.831 0.441
Br -1.745 -6.391 -0.215
C -1.523 -3.614 0.220
Br -3.137 -3.422 -0.704
C -0.895 -2.415 0.669
O -1.399 -1.252 0.508
C 0.375 -2.523 1.370
O 0.931 -1.461 1.772
C 0.928 -3.809 1.623
Br 2.519 -3.847 2.619
C -1.144 2.356 0.720
C -2.285 2.493 -0.194
C -2.071 2.656 -1.564
C -3.121 2.894 -2.434
C -4.422 2.972 -1.960
C -4.658 2.811 -0.602
C -3.602 2.578 0.266
H -1.332 2.536 1.766
H -0.183 2.535 0.272
H -1.059 2.593 -1.943
H -2.922 3.009 -3.493
H -5.244 3.160 -2.640
H -5.667 2.878 -0.216
H -3.802 2.477 1.324
C 2.434 -0.149 -4.444
C 2.044 0.592 -3.163
C 1.288 1.874 -3.525
C 3.326 0.971 -2.412
Si 0.929 -0.455 -2.021
O 0.767 0.428 -0.664
C -0.666 -0.876 -2.948
C -0.661 -1.605 -4.149
C -1.834 -1.930 -4.810
C -3.057 -1.526 -4.290
C -3.089 -0.810 -3.107
C -1.905 -0.506 -2.444
C 1.800 -2.100 -1.666
C 2.925 -2.104 -0.835
C 3.622 -3.270 -0.561
C 3.193 -4.479 -1.093
C 2.061 -4.509 -1.893
C 1.377 -3.331 -2.176
H 3.146 0.452 -5.023
H 1.570 -0.328 -5.086
H 2.910 -1.110 -4.230
H 1.899 2.507 -4.179
H 1.049 2.452 -2.628
H 0.353 1.656 -4.048
H 3.914 1.682 -3.005
H 3.956 0.098 -2.229
H 3.101 1.436 -1.448
H 0.278 -1.926 -4.584
H -1.796 -2.497 -5.732
H -3.977 -1.776 -4.804
H -4.034 -0.488 -2.687
H -1.950 0.023 -1.513
H 3.260 -1.173 -0.389
H 4.496 -3.241 0.077
H 3.729 -5.393 -0.873
H 1.707 -5.450 -2.299
H 0.491 -3.380 -2.798
*
```

Atomic partial charges in e from the Löwdin method, atoms 1 to 2: number 1, Ir, carries 1.02; number 2, C, carries -0.21

=====

4.
ORCA calculation (ωB97M-V with the def2-TZVPD basis set) on a cluster of 2 separate species, C4H8Cl2OSi in total.

## Properties
LUMO energy (alpha / beta) = -0.786 / -1.122 eV
Calculated total energy = -1442.30529 Eh
Highest occupied orbital energy (alpha / beta) = -0.316 / -0.279 Ha
Maximum force = 4.34 eV/A
Orbital gap (alpha / beta) = 7.81 / 6.48 eV

```
! RIJCOSX wB97M-V def2-TZVPD def2/J DEFGRID3
* xyz 0 1
C -1.186 -0.392 -1.082
C 0.544 0.922 -2.237
C -0.165 -1.338 2.511
C -0.646 0.927 -1.338
O -0.601 -1.457 -1.482
Si 0.639 0.191 1.557
Cl 2.361 -0.254 0.707
Cl 0.705 1.894 2.635
H -2.276 -0.521 -0.750
H 1.430 1.546 -1.884
H 0.256 1.323 -3.267
H 1.107 -0.038 -2.282
H 0.445 -2.170 2.414
H -0.175 -1.003 3.469
H -1.186 -1.416 2.094
H -1.252 1.786 -1.066
*
```

Atomic partial charges in e from the natural (NBO) method, atoms 1 to 2: number 1, C, carries 0.24; number 2, C, carries -0.71

=====

5.
ORCA calculation (ωB97M-V with the def2-TZVPD basis set) on the molecule C4H4O2.

## Properties
SMILES = C#CC(=O)CO
LUMO energy = -0.002 eV
Calculated total energy = -305.20988 Eh
Highest occupied orbital energy = -0.397 Ha
Maximum force = 0.63 eV/A
Orbital gap = 10.80 eV

```
! RIJCOSX wB97M-V def2-TZVPD def2/J DEFGRID3
* xyz 0 1
C -2.196 0.634 -0.922
C -1.276 0.644 -0.144
C 0.015 0.517 0.522
O 0.521 1.365 1.225
C 0.737 -0.757 0.128
O 2.089 -0.733 0.458
H -3.003 0.635 -1.623
H 0.242 -1.604 0.627
H 0.559 -0.883 -0.951
H 2.313 0.183 0.680
*
```

Atomic partial charges in e from the natural (NBO) method, atoms 1 to 2: number 1, C, carries -0.12; number 2, C, carries -0.14

=====

6.
ORCA calculation (ωB97M-V with the def2-TZVPD basis set) on a cluster of 3 separate species, C17H40BF3NO10S in total.

## Properties
LUMO energy = -5.130 eV
Calculated total energy = -2200.95728 Eh
Highest occupied orbital energy = -0.392 Ha
Maximum force = 10.60 eV/A
Orbital gap = 5.53 eV

```
! RIJCOSX wB97M-V def2-TZVPD def2/J DEFGRID3
* xyz 1 1
C -0.803 -1.084 3.119
B -0.913 0.241 2.152
O -0.845 0.058 0.670
N -1.037 1.693 2.646
C -2.038 1.879 3.763
C -3.433 2.627 3.334
O -4.402 2.355 4.447
C -4.141 2.053 1.972
F -4.288 0.549 1.990
F -3.550 2.560 0.703
F -5.563 2.566 1.985
S 0.622 2.153 3.105
C 1.029 3.932 2.665
O 1.548 1.261 2.188
O 0.977 1.756 4.565
H 0.166 -1.746 2.905
H -1.807 -1.712 2.985
H -0.792 -0.780 4.272
H -0.413 0.882 0.246
H -1.249 2.295 1.795
H -2.326 0.906 4.345
H -1.514 2.592 4.563
H -3.350 3.816 3.289
H -3.896 2.210 5.311
H 2.210 4.043 2.789
H 0.457 4.721 3.321
H 0.829 4.076 1.503
C -2.995 0.251 -2.098
O -1.955 0.611 -3.000
C -2.000 -0.097 -4.237
C -1.839 0.851 -5.428
O -2.901 1.793 -5.634
C -3.087 2.798 -4.632
C -1.947 3.817 -4.482
O -0.760 3.206 -3.980
C 0.410 3.548 -4.707
H -2.685 -0.601 -1.487
H -3.180 1.104 -1.441
H -3.930 0.020 -2.619
H -2.939 -0.661 -4.349
H -1.178 -0.814 -4.235
H -1.819 0.235 -6.335
H -0.877 1.363 -5.407
H -3.345 2.342 -3.677
H -3.980 3.354 -4.940
H -2.247 4.576 -3.754
H -1.774 4.318 -5.441
H 0.212 3.667 -5.778
H 1.129 2.731 -4.591
H 0.847 4.462 -4.297
C 2.956 -1.041 0.952
O 2.612 -2.400 0.709
C 2.829 -2.811 -0.640
C 3.566 -4.152 -0.701
O 4.915 -4.155 -0.212
C 5.104 -3.913 1.185
C 4.550 -4.985 2.136
O 3.125 -5.031 2.099
C 2.598 -6.343 1.967
H 2.101 -0.393 0.741
H 3.215 -0.944 2.009
H 3.824 -0.724 0.365
H 3.399 -2.061 -1.207
H 1.851 -2.917 -1.111
H 3.641 -4.435 -1.757
H 2.991 -4.949 -0.229
H 4.748 -2.919 1.453
H 6.190 -3.882 1.331
H 4.834 -4.729 3.161
H 4.996 -5.956 1.893
H 3.228 -6.979 1.336
H 1.618 -6.265 1.487
H 2.472 -6.792 2.955
*
```

Atomic partial charges in e from the Löwdin method, atoms 1 to 2: number 1, C, carries 0.00; number 2, B, carries -0.45

=====

7.
ORCA calculation (ωB97M-V with the def2-TZVPD basis set) on the ion C16H30BN8OS with charge +1.

## Properties
SMILES = CB(O)N(S)c1nc(Cc2ccccc2C)n(CCCN)[n+]1CC(N)(N)N
LUMO energy = -2.418 eV
Calculated total energy = -1563.84335 Eh
Highest occupied orbital energy = -0.428 Ha
Maximum force = 1.23 eV/A
Orbital gap = 9.23 eV

```
! RIJCOSX wB97M-V def2-TZVPD def2/J DEFGRID3
* xyz 1 1
C 3.177 -2.406 0.649
B 1.832 -2.963 0.084
O 1.296 -4.130 0.562
N 1.066 -2.229 -0.999
S 1.122 -2.951 -2.520
C 0.460 -1.088 -0.617
N 0.573 -0.730 0.652
C -0.035 0.441 0.755
C -0.041 1.167 2.056
C 1.316 1.070 2.707
C 1.450 0.459 3.951
C 2.694 0.331 4.566
C 3.834 0.815 3.936
C 3.702 1.447 2.699
C 2.459 1.583 2.073
C 2.396 2.283 0.742
N -0.552 0.803 -0.408
C -1.275 2.038 -0.669
C -2.792 1.902 -0.595
C -3.327 1.644 0.802
N -4.703 1.110 0.755
N -0.247 -0.190 -1.328
C -0.659 -0.070 -2.712
C -1.847 -1.021 -3.161
N -2.181 -1.930 -2.070
N -3.064 -0.260 -3.438
N -1.472 -1.676 -4.397
H 3.476 -1.461 0.202
H 3.996 -3.111 0.511
H 3.064 -2.227 1.715
H 1.857 -4.870 0.302
H 2.216 -2.344 -3.026
H -0.782 0.686 2.689
H -0.343 2.206 1.957
H 0.584 0.066 4.466
H 2.794 -0.140 5.530
H 4.808 0.711 4.380
H 4.588 1.835 2.218
H 2.173 1.599 -0.077
H 1.659 3.085 0.729
H 3.359 2.730 0.527
H -0.978 2.436 -1.633
H -0.950 2.772 0.057
H -3.083 1.060 -1.220
H -3.223 2.789 -1.048
H -2.689 0.913 1.292
H -3.374 2.562 1.380
H -4.999 0.920 -0.192
H -4.782 0.243 1.265
H -0.974 0.941 -2.919
H 0.214 -0.246 -3.331
H -3.187 -2.017 -1.994
H -1.857 -2.866 -2.275
H -3.609 -0.095 -2.604
H -2.881 0.604 -3.927
H -0.493 -1.597 -4.617
H -1.768 -2.638 -4.429
*
```

Atomic partial charges in e from the natural (NBO) method, atoms 1 to 2: number 1, C, carries -1.04; number 2, B, carries 1.18

=====

8.
ORCA calculation (ωB97M-V with the def2-TZVPD basis set) on the ion C7H14N3O with charge +1.

## Properties
SMILES = C1=C[C@@]2(CNCC[NH2+]2)NOC1
LUMO energy = -3.137 eV
Calculated total energy = -514.22979 Eh
Highest occupied orbital energy = -0.482 Ha
Maximum force = 4.44 eV/A
Orbital gap = 9.98 eV

```
! RIJCOSX wB97M-V def2-TZVPD def2/J DEFGRID3
* xyz 1 1
C 1.101 -1.911 1.330
C 0.567 -0.714 1.041
C 0.509 -0.065 -0.289
C 0.820 1.453 -0.121
N -0.149 2.162 0.584
C -1.429 2.042 -0.099
C -1.925 0.611 -0.153
N -0.937 -0.305 -0.876
N 1.726 -0.886 -1.280
O 1.480 -2.262 -1.032
C 1.929 -2.579 0.295
H 1.272 -2.278 2.413
H 0.065 -0.261 1.893
H 1.886 1.606 0.450
H 0.982 1.852 -1.072
H -0.253 1.918 1.539
H -1.120 2.286 -1.123
H -2.223 2.653 0.255
H -2.102 0.339 0.860
H -2.898 0.565 -0.614
H -1.122 -1.397 -0.673
H -0.889 -0.062 -1.838
H 1.444 -0.728 -2.243
H 2.995 -2.315 0.562
H 2.061 -3.650 0.380
*
```

Atomic partial charges in e from the natural (NBO) method, atoms 1 to 2: number 1, C, carries -0.12; number 2, C, carries -0.35

=====

The lowest maximum force belongs to which entry? C4H4O2